Formula: C3H9NO
Source: OMol25
Level of theory: the ωB97M-V functional and the def2-TZVPD basis

Results
Orbital gap in eV: 10.50
Molecular weight in g mol⁻¹: 75.11
Structure (SMILES): COCCN
HOMO level in eV: -9.36
Spin multiplicity: 1
Largest force on an atom in eV/Å: 2.7
Electronic energy in hartree: -249.64394
Lowest unoccupied orbital energy in eV: 1.1398

Last columns: bonded neighbours and bond lengths (Å).
Atoms and positions in Å:
1 C -0.91231 -2.05028 0.44488  H4 1.105, H5 1.122, H6 1.116, O14 1.414
2 C 0.60097 -0.25157 0.00382  C3 1.556, H7 1.098, H8 1.115, O14 1.366
3 C 0.60950 1.15929 -0.65261  C2 1.556, H9 1.179, H10 1.111, N13 1.477
4 H -1.75146 -2.45082 -0.15285  C1 1.105
5 H -1.28037 -1.81996 1.47975  C1 1.122
6 H -0.12882 -2.84457 0.44671  C1 1.116
7 H 1.50775 -0.69308 -0.43028  C2 1.098
8 H 0.58380 -0.05179 1.10085  C2 1.115
9 H 1.71785 1.56080 -0.64333  C3 1.179
10 H 0.53825 1.00663 -1.75096  C3 1.111
11 H -0.12614 2.24129 0.94339  N13 1.069
12 H -0.38075 3.02952 -0.42875  N13 1.037
13 N -0.40921 2.05647 -0.07085  C3 1.477, H11 1.069, H12 1.037
14 O -0.56905 -0.89194 -0.28976  C1 1.414, C2 1.366

Mulliken atomic charge list, values in e, 4 entries:
1. C -0.6993
2. C -0.3107
3. C -0.5486
4. H 0.2376